Formula: C3H8O2Si2
Source: OMol25
Level of theory: ωB97M-V/def2-TZVPD

```
15
Properties=species:S:1:pos:R:3:mulliken_charge:R:1
C 0.74 0.20 1.12 -1.067
Si 0.31 0.51 -0.60 0.295
Si -1.76 -0.96 -1.21 0.368
C 1.86 0.17 -1.75 -0.008
O 1.79 0.28 -2.92 -0.384
C -0.80 2.13 -0.82 -0.107
O -1.02 2.79 0.18 -0.439
H 1.68 -0.30 1.13 0.320
H 1.03 1.08 1.64 0.378
H -0.01 -0.39 1.71 0.297
H -2.89 -0.79 -0.41 -0.115
H -1.87 -0.52 -2.68 -0.085
H -1.36 -2.37 -1.16 -0.125
H 2.82 0.00 -1.15 0.242
H -1.16 2.46 -1.78 0.431
```

Properties
maximum force = 0.0786 hartree/bohr
gap between HOMO and LUMO = 8.630 eV
energy above the lowest of the compared OMol25 structures with the same formula, charge and spin = 485.6 kJ/mol



Formula: C20H22N2O4S
Source: OMol25
Level of theory: ωB97M-V/def2-TZVPD

```
49
Properties=species:S:1:pos:R:3:mulliken_charge:R:1
C -0.75 -3.67 -0.70 -0.873
O -0.57 -2.27 -0.69 -0.128
C 0.01 -1.77 0.42 0.382
O 0.36 -2.47 1.34 -0.657
C 0.13 -0.31 0.36 0.033
C 0.87 0.39 1.25 0.342
C 1.70 -0.22 2.32 -1.380
S 3.11 -1.18 1.67 -0.125
C 3.97 0.08 0.64 -0.827
C 3.28 0.36 -0.63 0.475
C 2.92 1.54 -1.22 -0.279
C 2.30 1.19 -2.45 -0.554
C 2.32 -0.16 -2.51 -0.620
O 2.92 -0.68 -1.42 -0.334
N 0.90 1.76 1.19 0.213
C 0.32 2.52 0.17 -0.117
O 0.45 3.72 0.15 -0.713
N -0.34 1.81 -0.76 0.318
C -0.68 0.40 -0.71 -0.601
C -2.16 0.24 -0.42 0.495
C -2.62 0.60 0.84 -0.335
C -3.96 0.51 1.19 0.486
C -4.42 0.89 2.56 -1.536
C -4.85 0.03 0.23 -0.904
C -4.41 -0.32 -1.03 -0.968
C -3.07 -0.22 -1.38 1.249
C -2.63 -0.61 -2.76 -1.483
H 0.20 -4.18 -0.53 0.309
H -1.15 -3.93 -1.68 0.234
H -1.45 -3.97 0.08 0.354
H 1.14 -0.96 2.88 0.354
H 2.10 0.55 2.99 0.601
H 4.95 -0.38 0.47 0.453
H 4.10 0.99 1.23 0.323
H 3.08 2.53 -0.84 0.522
H 1.89 1.87 -3.17 0.469
H 1.97 -0.86 -3.24 0.516
H 1.46 2.28 1.85 0.267
H -0.80 2.36 -1.47 0.279
H -0.44 -0.04 -1.68 0.690
H -1.91 0.96 1.57 0.362
H -5.50 0.95 2.61 0.369
H -4.00 1.86 2.84 0.360
H -4.07 0.16 3.29 0.310
H -5.90 -0.06 0.47 0.364
H -5.12 -0.68 -1.76 0.359
H -1.90 -1.42 -2.71 0.217
H -2.18 0.23 -3.28 0.301
H -3.48 -0.96 -3.34 0.431
```

Properties
maximum force = 0.0192 hartree/bohr
gap between HOMO and LUMO = 9.029 eV
energy above the lowest of the compared OMol25 structures with the same formula, charge and spin = 143.5 kJ/mol



Formula: C3H4N2O2
Source: OMol25
Level of theory: ωB97M-V/def2-TZVPD

```
11
Properties=species:S:1:pos:R:3:mulliken_charge:R:1
O -1.17 1.23 -1.44 -0.488
C -0.13 0.57 -0.81 0.477
N 1.05 1.06 -0.63 -0.593
C 1.66 0.27 0.35 -0.352
C 0.82 -0.57 0.88 -0.261
N -0.37 -0.45 0.02 0.152
O -1.65 -1.05 0.25 -0.406
H -1.72 0.35 -1.85 0.390
H 2.73 0.47 0.66 0.342
H 0.74 -1.41 1.59 0.371
H -1.96 -0.48 0.98 0.368
```

Properties
maximum force = 0.1073 hartree/bohr
gap between HOMO and LUMO = 9.555 eV
energy above the lowest of the compared OMol25 structures with the same formula, charge and spin = 420.8 kJ/mol



Formula: H3N2O2S
Source: OMol25
Level of theory: ωB97M-V/def2-TZVPD

```
8
Properties=species:S:1:pos:R:3:mulliken_charge:R:1
N 1.04 1.23 0.59 -0.653
S -0.28 0.02 0.67 0.896
N -0.20 -0.87 -0.81 -0.505
O -0.08 -1.03 1.66 -0.621
O -1.65 0.57 0.64 -0.643
H 0.85 1.90 -0.12 0.110
H -0.15 -0.28 -1.70 0.205
H 0.48 -1.54 -0.93 0.211
```

Properties
net charge = -1
maximum force = 0.0989 hartree/bohr
gap between HOMO and LUMO = 7.554 eV
energy above the lowest of the compared OMol25 structures with the same formula, charge and spin = 99.3 kJ/mol